{
  "formula": "C6H9N4",
  "method": "the ωB97M-V functional and the def2-TZVPD basis",
  "symbols": ["N", "H", "N", "H", "H", "H", "C", "C", "H", "H", "H", "H", "N", "H", "C", "N", "C", "C", "C"],
  "positions_angstrom": [[0.456, -1.858, 0.053], [0.217, -0.581, -1.726], [1.208, -0.190, 1.290], [-0.710, 1.519, 1.813], [-2.737, 0.301, 1.882], [0.537, -2.713, -0.333], [-0.173, -0.856, -0.658], [-2.074, 0.136, 1.080], [-2.112, -1.539, -1.774], [0.233, 1.776, -1.110], [1.516, 2.240, 0.281], [2.023, -2.101, 1.565], [-0.903, 0.758, 1.143], [1.788, 0.910, -0.869], [-1.653, -0.935, -0.927], [-2.472, -0.567, -0.005], [0.265, 0.394, 0.309], [1.292, -1.432, 1.070], [0.961, 1.487, -0.386]],
  "e_above_lowest_kj_mol": 277.4,
  "fmax_ev_per_a": 4.6,
  "total_charge": 1,
  "gap_ev": 7.78,
  "lumo_ev": -5.74,
  "total_energy_ev": -12319.7588,
  "smiles": "C[C@]12N=CN[C@H]1C=NC=[NH+]2"
}

---

{
  "formula": "C6H9N4S",
  "method": "the ωB97M-V functional and the def2-TZVPD basis",
  "symbols": ["C", "H", "H", "N", "H", "N", "H", "C", "C", "H", "H", "H", "C", "H", "S", "C", "C", "N", "H", "N"],
  "positions_angstrom": [[-1.356, -0.694, -0.039], [-2.350, 2.016, 0.273], [0.558, -2.421, 0.017], [-2.506, -0.916, 0.450], [5.302, -0.225, -0.124], [1.566, -2.534, -0.017], [-4.337, -0.073, -0.333], [-3.491, 0.199, 0.240], [4.223, -0.047, -0.001], [4.512, 1.886, 0.780], [-0.747, 0.813, -1.401], [-2.988, 1.481, -1.381], [3.826, 1.196, 0.268], [-2.624, -1.687, 1.063], [2.139, 1.670, 0.227], [-2.614, 1.173, -0.461], [2.437, -1.702, -0.047], [3.548, -1.188, -0.089], [-3.734, 0.573, 1.265], [-1.364, 0.481, -0.689]],
  "e_above_lowest_kj_mol": 531.0,
  "fmax_ev_per_a": 8.2,
  "total_charge": 1,
  "gap_ev": [3.91, 3.98],
  "lumo_ev": [-7.63, -7.57],
  "total_energy_ev": -23151.7318
}

---

{
  "formula": "C6H9N4S",
  "method": "the ωB97M-V functional and the def2-TZVPD basis",
  "symbols": ["H", "N", "C", "H", "N", "C", "C", "H", "N", "H", "C", "H", "H", "H", "N", "H", "H", "C", "S", "C"],
  "positions_angstrom": [[0.383, 1.528, 2.164], [-1.242, -1.596, 3.622], [-0.718, 0.219, -0.246], [-3.353, -1.022, 1.556], [2.197, 2.002, 1.118], [-1.704, -1.115, 2.654], [-2.341, -0.736, 1.568], [1.466, 0.062, -2.129], [1.432, -0.427, -3.222], [0.815, 0.187, -3.790], [-1.862, -0.316, 0.335], [2.398, -0.303, -3.542], [0.836, -1.299, -3.058], [-2.606, -0.540, -0.504], [1.533, 0.635, -0.792], [-0.793, 0.343, -1.303], [-0.900, -1.271, 4.543], [1.015, 1.481, 1.257], [2.876, 1.477, -0.355], [0.569, 0.691, 0.125]],
  "e_above_lowest_kj_mol": 291.2,
  "fmax_ev_per_a": 3.9,
  "total_charge": 1,
  "gap_ev": 7.48,
  "lumo_ev": -3.75,
  "total_energy_ev": -23154.2174
}

---

{
  "formula": "C6H9N6O",
  "method": "the ωB97M-V functional and the def2-TZVPD basis",
  "symbols": ["H", "H", "H", "N", "H", "N", "C", "C", "C", "N", "O", "H", "N", "H", "C", "N", "H", "C", "H", "C", "H", "N"],
  "positions_angstrom": [[0.252, -0.932, 1.848], [-4.036, 0.302, 1.584], [-3.651, 1.209, -0.814], [-3.013, 0.714, -0.212], [-4.029, -1.037, 0.400], [1.070, 0.698, -1.917], [-1.671, 0.760, -0.300], [-3.433, -0.203, 0.813], [3.537, -0.414, 0.263], [-2.173, -0.657, 1.340], [1.680, 0.961, -3.056], [-2.095, -1.413, 1.998], [2.392, -0.626, 1.078], [-1.139, 1.358, -1.015], [1.365, -0.239, 0.398], [3.133, 0.111, -0.980], [4.091, -1.351, 0.128], [-1.130, -0.104, 0.645], [4.245, 0.264, 0.754], [1.822, 0.241, -0.931], [2.647, 0.781, -2.999], [0.135, -0.424, 0.975]],
  "e_above_lowest_kj_mol": 236.8,
  "fmax_ev_per_a": 1.9,
  "total_charge": 1,
  "gap_ev": [7.42, 7.19],
  "lumo_ev": [-5.04, -4.63],
  "total_energy_ev": -17346.3013
}

---

{
  "formula": "C6H9NO",
  "method": "the ωB97M-V functional and the def2-TZVPD basis",
  "symbols": ["C", "H", "C", "H", "H", "H", "C", "C", "H", "N", "H", "H", "H", "C", "O", "C", "H"],
  "positions_angstrom": [[-2.641, -0.202, 0.150], [-0.639, 1.296, -0.885], [2.433, 0.208, 0.510], [1.497, 2.087, 0.308], [3.444, 0.598, 0.634], [0.238, -1.678, -0.856], [1.402, 1.003, 0.238], [-0.009, -0.756, -1.386], [-3.342, 0.028, 0.989], [-0.732, -0.140, 2.036], [-0.899, -0.939, -1.994], [2.379, -0.872, 0.387], [0.813, -0.509, -2.062], [-0.856, 0.108, 0.825], [-3.025, -0.664, -0.892], [-0.257, 0.386, -0.427], [0.194, 0.044, 2.424]],
  "e_above_lowest_kj_mol": 433.8,
  "fmax_ev_per_a": 7.0,
  "gap_ev": 9.00,
  "lumo_ev": 0.80,
  "total_energy_ev": -9901.1079
}

---

{
  "formula": "C6H9NO",
  "method": "the ωB97M-V functional and the def2-TZVPD basis",
  "symbols": ["H", "C", "H", "C", "H", "H", "H", "C", "H", "H", "H", "N", "C", "C", "C", "H", "O"],
  "positions_angstrom": [[-1.394, 2.246, 0.227], [-0.814, 1.333, 0.282], [-0.590, -0.020, -1.913], [-0.229, -0.528, -1.087], [-2.904, -0.307, -1.009], [0.946, 2.332, -0.146], [0.193, -2.052, 1.038], [-1.230, -0.114, 0.143], [-0.358, -0.406, 2.186], [0.409, -1.664, -0.966], [2.573, -1.146, 1.037], [2.144, -0.453, -0.218], [0.812, 0.044, -0.092], [0.397, 1.475, 0.090], [-0.162, -0.776, 1.077], [2.827, 0.490, -0.564], [-2.619, -0.455, -0.084]],
  "e_above_lowest_kj_mol": 854.7,
  "fmax_ev_per_a": 7.9,
  "gap_ev": 9.25,
  "lumo_ev": 0.26,
  "total_energy_ev": -9896.7460
}

---

{
  "formula": "C6H9NO",
  "method": "the ωB97M-V functional and the def2-TZVPD basis",
  "symbols": ["H", "C", "H", "H", "H", "H", "C", "C", "H", "C", "C", "H", "H", "N", "C", "O", "H"],
  "positions_angstrom": [[-1.517, 1.806, 1.689], [1.316, -1.638, -0.835], [1.676, -0.312, 1.951], [1.266, -2.309, -1.695], [-0.438, 1.607, -1.177], [0.921, 1.348, 2.175], [-1.401, 2.030, 0.637], [0.038, -1.160, -0.292], [-1.189, -1.967, -1.712], [1.093, 0.495, 1.536], [0.430, 0.373, 0.373], [2.114, -1.908, -0.142], [-1.993, 2.843, 0.238], [-1.151, -1.473, -0.825], [-0.500, 1.403, -0.113], [1.272, -0.273, -1.185], [-1.936, -0.867, -0.623]],
  "e_above_lowest_kj_mol": 493.1,
  "fmax_ev_per_a": 4.1,
  "gap_ev": 8.28,
  "lumo_ev": 0.76,
  "total_energy_ev": -9900.4931
}

---

{
  "formula": "C6H9NO",
  "method": "the ωB97M-V functional and the def2-TZVPD basis",
  "symbols": ["H", "H", "C", "H", "C", "H", "N", "C", "H", "H", "C", "H", "C", "C", "H", "H", "O"],
  "positions_angstrom": [[2.290, -0.473, 1.038], [-0.376, 1.648, 1.823], [-1.018, -0.394, 0.835], [1.291, 1.615, 0.021], [-0.313, 0.916, 1.058], [-0.622, 1.009, -2.209], [-2.169, -0.308, -0.181], [-0.851, -0.548, -0.554], [1.397, -1.591, -0.255], [2.630, -0.183, -0.791], [-0.294, 0.719, -1.071], [-0.714, -1.245, 1.544], [1.782, -0.429, -0.066], [0.956, 0.685, -0.078], [-2.350, -1.437, 0.122], [-0.640, -1.613, -1.070], [-1.000, 1.630, -0.166]],
  "e_above_lowest_kj_mol": 718.8,
  "fmax_ev_per_a": 7.9,
  "gap_ev": 9.97,
  "lumo_ev": 0.80,
  "total_energy_ev": -9898.1541,
  "smiles": "C[C@@H]1[C@H]2O[C@@H]1[C@@H]1N[C@@H]12"
}